117
Properties=species:S:1:pos:R:3:mulliken_charge:R:1 method="wB97M-V/def2-TZVPD" lumo_ev=-2.2 gap_ev=6.898 charge=+1 homo_energy_ha=-0.3352 e_tot_ha=-5235.9648
Co -2.080 0.319 -0.045 -0.8623
O -2.209 1.816 -1.171 -0.1622
C -2.838 2.929 -0.898 0.5023
C -2.701 4.000 -1.808 -0.8099
C -3.332 5.206 -1.597 -0.6174
C -4.133 5.416 -0.471 -0.8845
C -4.287 4.384 0.424 -0.7470
C -3.656 3.144 0.237 0.8188
C -3.874 2.124 1.229 -0.3446
N -3.344 0.955 1.197 1.4753
N -3.584 0.094 2.260 -1.3084
C -2.918 -1.009 2.073 0.4976
O -2.168 -1.236 1.043 -0.5182
C -2.993 -2.069 3.110 0.5853
C -3.539 -1.805 4.363 -0.4760
C -3.582 -2.800 5.325 -0.7680
C -3.084 -4.066 5.042 -0.4697
C -2.547 -4.335 3.791 -0.8124
C -2.497 -3.338 2.828 -0.1426
H -2.090 3.835 -2.686 0.5164
H -3.206 6.001 -2.321 0.4291
H -4.626 6.365 -0.312 0.4040
H -4.909 4.516 1.302 0.4083
H -4.518 2.346 2.078 0.3978
H -3.929 -0.818 4.569 0.4559
H -4.006 -2.591 6.298 0.4157
H -3.121 -4.843 5.794 0.4214
H -2.167 -5.323 3.566 0.4281
H -2.081 -3.532 1.849 0.4286
N -0.748 1.090 1.063 0.6019
S 0.481 0.754 1.759 1.3992
N 1.920 1.136 1.007 0.0187
S 2.651 0.227 -0.002 0.6871
N 1.929 -0.624 -1.066 0.1037
S 0.542 -0.129 -1.867 0.7253
N -0.728 -0.441 -1.242 0.5892
C 1.001 1.527 -2.390 0.8774
C 0.590 2.606 -1.624 -0.2101
C 0.998 3.881 -1.992 -0.4566
C 1.807 4.065 -3.101 -0.8663
C 2.229 2.972 -3.850 -0.9506
C 1.829 1.696 -3.497 -0.7226
C 0.739 -1.073 -3.361 0.0100
C 1.661 -2.098 -3.484 -0.3251
C 1.652 -2.873 -4.637 -0.8004
C 0.737 -2.610 -5.646 -0.6910
C -0.180 -1.574 -5.509 -0.5730
C -0.191 -0.806 -4.358 -0.4083
C 3.701 -0.951 0.819 0.7713
C 3.703 -2.290 0.470 0.0104
C 4.571 -3.146 1.135 -0.8692
C 5.411 -2.658 2.123 -0.6647
C 5.393 -1.310 2.463 -0.8050
C 4.533 -0.446 1.810 -0.8839
C 3.841 1.333 -0.725 0.7233
C 3.874 2.673 -0.389 -0.1219
C 4.833 3.479 -0.989 -0.8297
C 5.730 2.940 -1.897 -0.6028
C 5.679 1.588 -2.224 -0.8284
C 4.728 0.774 -1.638 -0.8593
C 0.651 1.780 3.195 -0.2265
C -0.526 1.960 3.910 -0.2990
C -0.495 2.735 5.058 -0.8650
C 0.694 3.321 5.471 -0.6209
C 1.860 3.136 4.742 -0.9173
C 1.847 2.355 3.595 -0.0132
C 0.798 -0.902 2.377 0.9556
C 0.528 -1.976 1.539 0.9648
C 0.832 -3.256 1.975 -0.5949
C 1.393 -3.459 3.226 -1.0150
C 1.655 -2.378 4.056 -1.0602
C 1.358 -1.091 3.636 -0.6083
H -0.041 2.451 -0.763 -0.0468
H 0.667 4.729 -1.407 0.5287
H 2.114 5.063 -3.387 0.4653
H 2.865 3.114 -4.714 0.4925
H 2.157 0.846 -4.081 0.5030
H 2.374 -2.285 -2.694 0.2487
H 2.364 -3.679 -4.747 0.4565
H 0.739 -3.212 -6.544 0.4189
H -0.888 -1.368 -6.300 0.4612
H -0.911 -0.005 -4.230 0.5766
H 3.028 -2.650 -0.292 0.3426
H 4.583 -4.197 0.880 0.4930
H 6.086 -3.331 2.635 0.4276
H 6.049 -0.934 3.236 0.4807
H 4.510 0.607 2.062 0.1866
H 3.157 3.074 0.313 0.5027
H 4.873 4.532 -0.744 0.4859
H 6.476 3.574 -2.356 0.4316
H 6.380 1.173 -2.934 0.4651
H 4.671 -0.279 -1.887 0.3804
H -1.448 1.508 3.562 0.3014
H -1.402 2.884 5.627 0.4762
H 0.711 3.931 6.364 0.4094
H 2.782 3.602 5.063 0.4787
H 2.745 2.203 3.014 0.2499
H 0.077 -1.814 0.573 -0.5103
H 0.617 -4.100 1.332 0.4608
H 1.618 -4.462 3.563 0.4951
H 2.082 -2.533 5.037 0.4819
H 1.557 -0.253 4.289 0.4667
C -5.428 -2.937 -2.647 -1.8740
C -4.105 -2.265 -3.033 2.2070
C -4.239 -1.508 -4.360 -1.4596
C -2.966 -3.292 -3.109 -1.2880
C -3.744 -1.302 -1.985 -0.1417
N -3.449 -0.542 -1.184 -0.1726
H -5.692 -3.660 -3.419 0.4384
H -6.233 -2.207 -2.569 0.4161
H -5.339 -3.461 -1.696 0.3708
H -4.498 -2.218 -5.145 0.4186
H -3.300 -1.023 -4.626 0.1539
H -5.020 -0.751 -4.305 0.4178
H -3.191 -4.009 -3.899 0.4565
H -2.864 -3.831 -2.167 0.3430
H -2.015 -2.806 -3.335 0.0929



115
Properties=species:S:1:pos:R:3:mulliken_charge:R:1 method="wB97M-V/def2-TZVPD" lumo_ev="-8.4 / -8.4" gap_ev="3.318 / 3.203" charge=+2 homo_energy_ha="-0.4315 / -0.4278" e_tot_ha=-5480.8891
Ru -1.496 -0.469 0.301 -0.4700
C -4.013 -0.268 2.440 -0.8979
C -3.715 1.226 2.207 -0.8723
C -2.291 1.569 2.557 0.2297
C -2.050 2.351 3.682 -1.1139
C -0.752 2.652 4.056 -1.1640
C 0.283 2.150 3.281 -1.2226
C -0.029 1.377 2.177 -1.1263
N -1.283 1.085 1.810 2.2742
N -3.673 -1.062 1.265 0.5834
C -3.348 -2.456 1.560 -1.1781
C -2.681 -3.111 0.372 1.0844
C -2.745 -4.482 0.174 -0.9900
C -2.124 -5.031 -0.938 -0.8538
C -1.524 -4.182 -1.856 -0.7549
C -1.504 -2.825 -1.591 -1.0156
N -2.028 -2.306 -0.482 1.0085
C -4.689 -0.942 0.214 -1.7784
C -4.336 0.097 -0.824 0.7951
C -5.298 0.639 -1.669 -1.1710
C -4.914 1.506 -2.679 -1.1007
C -3.567 1.808 -2.817 -0.7358
C -2.676 1.245 -1.921 -0.0429
N -3.046 0.423 -0.943 1.3294
H -5.076 -0.387 2.692 0.3194
H -3.430 -0.617 3.298 0.5601
H -4.385 1.819 2.828 0.8461
H -3.915 1.476 1.165 0.0182
H -2.883 2.720 4.263 0.5610
H -0.558 3.253 4.930 0.4844
H 1.317 2.345 3.521 0.7429
H 0.769 0.982 1.560 0.7140
H -4.242 -3.032 1.839 0.5102
H -2.652 -2.479 2.410 0.1560
H -3.259 -5.105 0.891 0.5600
H -2.131 -6.096 -1.094 0.4615
H -1.062 -4.570 -2.751 0.4995
H -1.052 -2.113 -2.271 0.5487
H -5.672 -0.729 0.650 0.5630
H -4.774 -1.896 -0.319 0.4859
H -6.336 0.374 -1.550 0.5884
H -5.646 1.919 -3.353 0.4603
H -3.208 2.458 -3.598 0.5401
H -1.614 1.440 -1.996 -0.0668
O 1.172 -2.538 -0.890 0.3941
S 3.278 -0.033 -1.359 0.5384
O 2.290 -1.209 1.271 0.2623
O 0.481 0.878 -0.821 1.2475
C 3.656 1.605 -1.695 0.6294
C 4.966 1.991 -2.022 -0.7006
C 5.244 3.302 -2.339 -0.8813
C 4.232 4.256 -2.328 -0.7257
C 2.944 3.893 -1.979 -0.5196
C 2.645 2.577 -1.653 -0.4196
P 0.883 2.207 -1.377 1.1165
C 0.332 3.525 -0.250 0.1397
C -1.009 3.877 -0.199 -0.3908
C -1.446 4.785 0.748 -0.7549
C -0.546 5.342 1.643 -0.6830
C 0.791 4.981 1.600 -0.9660
C 1.228 4.063 0.663 -0.5801
C 0.218 2.435 -3.051 0.7438
C 0.145 1.285 -3.834 -0.2494
C -0.308 1.368 -5.137 -0.7719
C -0.653 2.604 -5.665 -0.6574
C -0.568 3.748 -4.887 -0.8017
C -0.138 3.671 -3.574 -0.6813
H 5.741 1.240 -2.033 0.6088
H 6.249 3.588 -2.612 0.4461
H 4.444 5.280 -2.591 0.4912
H 2.166 4.640 -1.957 0.4444
H -1.702 3.457 -0.913 0.3416
H -2.489 5.066 0.788 0.5259
H -0.888 6.056 2.374 0.4445
H 1.487 5.414 2.297 0.4795
H 2.265 3.764 0.634 0.4521
H 0.453 0.341 -3.402 0.3744
H -0.379 0.479 -5.744 0.5049
H -0.982 2.678 -6.689 0.4426
H -0.840 4.704 -5.304 0.4640
H -0.068 4.557 -2.962 0.3655
C 4.093 0.228 4.688 -0.6817
C 3.149 -0.786 4.781 -0.8447
C 2.527 -1.268 3.649 -0.3048
C 2.848 -0.741 2.398 0.2851
C 3.809 0.272 2.304 -0.1386
C 4.425 0.748 3.445 -0.8258
Ge 0.669 -1.740 0.653 2.0980
C 2.256 -2.852 -1.607 -0.2410
C 2.082 -3.132 -2.970 -0.3698
C 3.159 -3.492 -3.749 -0.7326
C 4.433 -3.577 -3.196 -0.7371
C 4.616 -3.300 -1.849 -0.7255
C 3.544 -2.940 -1.058 -0.0105
C 0.244 -3.504 1.670 1.2024
C -0.359 -3.372 2.907 -1.3604
C -0.625 -4.497 3.668 -0.8055
C -0.304 -5.752 3.177 -0.8715
C 0.283 -5.878 1.931 -0.8128
C 0.563 -4.751 1.170 -0.9046
H 4.579 0.600 5.577 0.4294
H 2.898 -1.207 5.742 0.4754
H 1.811 -2.074 3.699 0.5182
H 4.060 0.656 1.326 0.2769
H 5.172 1.525 3.371 0.4522
H 1.087 -3.067 -3.386 0.3623
H 3.024 -3.698 -4.800 0.4534
H 5.270 -3.861 -3.816 0.4490
H 5.605 -3.341 -1.415 0.5088
H 3.669 -2.719 -0.011 0.5068
H -0.598 -2.382 3.285 0.5452
H -1.070 -4.393 4.646 0.4976
H -0.501 -6.632 3.770 0.4357
H 0.549 -6.854 1.551 0.4905
H 1.046 -4.855 0.209 0.3364



145
Properties=species:S:1:pos:R:3:mulliken_charge:R:1 method="wB97M-V/def2-TZVPD" lumo_ev=-3.5 gap_ev=7.369 charge=+1 homo_energy_ha=-0.3987 e_tot_ha=-8129.4208
C -0.405 -1.509 1.069 -1.2070
P -0.082 -0.068 -0.016 0.5011
O 0.894 -0.703 -1.130 0.3434
C -1.671 0.439 -0.930 -0.9422
Br -0.819 1.765 -2.144 -0.0049
C -2.530 1.256 0.098 -0.4999
C -2.830 2.676 -0.389 -1.2548
O -3.747 2.872 -1.127 -0.5837
N -1.983 3.696 0.172 0.1569
C -1.691 4.746 -0.738 0.4922
O -2.436 5.447 -1.310 -0.4154
F -0.389 4.889 -0.874 -0.1541
C -3.895 0.684 0.536 -1.6566
C -3.813 0.020 1.932 -0.3076
C -4.280 0.996 3.022 -0.8446
O -5.670 1.071 3.185 -0.5808
N -4.562 -0.143 -0.510 0.8023
C -5.906 -0.681 -0.094 -0.9421
C -6.773 -0.945 -1.301 -1.1689
C -7.299 0.309 -1.979 1.1078
C -7.933 0.140 -3.212 -0.7902
C -8.471 1.226 -3.878 -0.7116
C -8.394 2.503 -3.327 -0.5222
C -7.745 2.669 -2.116 -1.0131
C -7.201 1.584 -1.433 0.2189
C -3.688 -1.169 -1.102 -3.0956
O -3.278 -2.054 -0.107 -0.4949
C -2.508 -0.527 -1.844 2.9325
O -3.054 0.303 -2.914 -0.4652
C -3.975 -0.250 -3.644 0.7826
N -4.782 -0.798 -4.230 -0.5574
P -1.541 -1.887 -2.679 0.3662
O -0.548 -1.389 -3.617 -0.7311
O -0.859 -2.837 -1.585 -0.5108
O -2.625 -2.826 -3.386 -0.4823
H -0.055 -2.439 0.636 0.2851
H 0.239 -1.311 1.924 0.5584
H -1.417 -1.558 1.452 0.2195
H 1.645 -0.111 -1.273 0.1616
H -1.887 1.369 0.969 1.1557
H -2.445 4.077 0.994 0.3443
H -4.555 1.534 0.668 1.6920
H -4.329 -0.931 1.998 0.2177
H -2.775 -0.177 2.177 0.2702
H -3.826 1.969 2.789 0.2569
H -3.815 0.664 3.942 0.5580
H -6.062 1.269 2.329 0.3812
H -4.790 0.506 -1.282 0.7347
H -5.740 -1.602 0.451 0.5149
H -6.389 0.061 0.525 0.3066
H -6.307 -1.566 -2.065 0.4701
H -7.630 -1.507 -0.937 0.5070
H -8.009 -0.850 -3.635 0.4681
H -8.960 1.115 -4.834 0.4081
H -8.836 3.334 -3.850 0.4373
H -7.676 3.662 -1.697 0.4215
H -6.715 1.762 -0.485 0.3023
H -4.284 -1.752 -1.799 1.4199
H -3.383 -2.955 -0.428 0.5223
H -1.016 -3.770 -1.774 0.3410
H -2.179 -3.591 -3.777 0.4593
C 5.097 -3.284 -2.179 -1.4045
C 5.984 -3.085 -3.165 0.2706
C 5.596 -2.442 -4.468 0.9489
O 6.464 -2.282 -5.305 -0.6254
C 4.209 -2.053 -4.658 -0.6717
C 3.318 -2.249 -3.676 0.0950
C 3.717 -2.875 -2.362 1.1630
O 2.855 -3.018 -1.511 -0.6218
O 2.039 -1.910 -3.798 -0.3747
O 7.259 -3.435 -3.070 -0.5776
H 5.368 -3.748 -1.237 0.7484
H 3.938 -1.605 -5.604 0.5137
H 1.597 -2.116 -2.954 0.1150
H 7.675 -3.177 -3.916 0.3604
C 2.449 2.480 -4.423 -1.0950
C 2.636 3.235 -5.514 0.3210
C 3.521 4.452 -5.482 1.0103
O 3.658 5.077 -6.516 -0.6167
C 4.153 4.814 -4.224 -0.8424
C 3.960 4.061 -3.129 0.2735
C 3.100 2.826 -3.174 0.9126
O 2.980 2.162 -2.160 -0.5557
O 4.507 4.353 -1.956 -0.5341
O 2.070 2.975 -6.683 -0.5896
H 1.823 1.597 -4.427 0.6765
H 4.770 5.701 -4.211 0.4577
H 4.218 3.681 -1.299 0.2629
H 2.378 3.674 -7.293 0.3697
C -10.768 -5.525 1.722 -0.9473
C -10.598 -4.657 0.715 0.3821
C -9.786 -3.403 0.879 1.0539
O -9.660 -2.673 -0.092 -0.6573
C -9.198 -3.123 2.174 -1.1369
C -9.370 -3.989 3.185 0.3808
C -10.162 -5.259 3.015 0.9166
O -10.253 -5.997 3.974 -0.5975
O -8.864 -3.796 4.390 -0.5642
O -11.126 -4.839 -0.489 -0.5672
H -11.348 -6.431 1.614 0.4352
H -8.632 -2.209 2.286 0.5792
H -9.136 -4.568 4.927 0.3708
H -10.856 -4.073 -1.028 0.3487
C 3.916 1.437 3.585 -0.9693
C 3.352 1.975 2.499 0.1667
C 4.165 2.670 1.444 1.2785
O 3.564 3.116 0.479 -0.6615
C 5.595 2.775 1.628 -0.9376
C 6.166 2.238 2.718 0.1450
C 5.358 1.521 3.764 1.0326
O 5.948 1.047 4.715 -0.6305
O 7.466 2.298 2.943 -0.5879
O 2.040 1.933 2.266 -0.5649
H 3.343 0.933 4.350 0.4784
H 6.166 3.293 0.871 0.5296
H 7.619 1.836 3.790 0.3719
H 1.900 2.387 1.413 0.2385
C 7.511 7.018 3.508 -1.1302
C 8.374 8.024 3.712 0.4137
C 9.372 7.997 4.838 0.9807
O 10.131 8.940 4.945 -0.6072
C 9.370 6.853 5.735 -0.9430
C 8.505 5.851 5.531 0.3688
C 7.526 5.867 4.390 1.0605
O 6.786 4.907 4.262 -0.5396
O 8.446 4.777 6.311 -0.5803
O 8.415 9.104 2.948 -0.5697
H 6.792 7.026 2.701 0.4534
H 10.079 6.850 6.550 0.4316
H 7.738 4.215 5.944 0.3121
H 9.127 9.667 3.311 0.3628
C 5.083 -8.302 1.800 -0.9152
C 5.072 -7.363 0.846 0.2780
C 5.788 -6.052 1.014 0.8866
O 5.740 -5.260 0.087 -0.4975
C 6.488 -5.799 2.256 -1.0944
C 6.499 -6.737 3.215 0.4566
C 5.803 -8.060 3.040 0.9980
O 5.873 -8.863 3.949 -0.6075
O 7.116 -6.573 4.375 -0.5658
O 4.434 -7.513 -0.310 -0.5902
H 4.574 -9.248 1.690 0.4308
H 6.986 -4.847 2.370 0.4549
H 6.973 -7.398 4.879 0.3626
H 4.592 -6.692 -0.814 0.3325



119
Properties=species:S:1:pos:R:3:mulliken_spin:R:1 method="wB97M-V/def2-TZVPD" multiplicity=6 lumo_ev="-0.9 / -3.0" gap_ev="5.490 / 4.639" homo_energy_ha="-0.2346 / -0.2797" relative_energy_kcal_mol=0.0 e_tot_ha=-3644.8396 s2=8.84
Pd -24.829 11.063 -4.952 1.4683
C -23.556 10.685 0.413 0.0135
O -23.399 9.321 -0.008 0.0096
C -24.269 8.969 -0.955 0.0703
C -25.158 7.986 -0.637 -0.1037
C -26.128 7.300 -1.568 0.0935
C -25.644 7.458 -2.946 0.7500
C -26.073 8.798 -3.432 0.1588
C -26.488 8.747 -4.913 0.1820
N -26.076 9.679 -5.702 0.0936
N -26.422 9.679 -7.040 0.0458
C -25.982 10.791 -7.668 -0.0012
O -25.364 11.789 -7.199 0.0651
C -26.449 10.763 -9.066 0.0104
C -27.301 9.793 -9.601 0.0016
C -27.620 9.804 -10.958 -0.0008
C -27.074 10.768 -11.768 0.0011
C -26.178 11.719 -11.264 -0.0010
C -25.865 11.736 -9.918 0.0050
C -24.143 9.792 -2.233 0.0181
O -23.134 10.529 -2.235 0.0215
H -24.439 10.865 1.020 0.0007
H -23.449 11.327 -0.459 -0.0068
H -22.698 10.864 1.087 -0.0003
H -25.097 7.537 0.297 0.0040
H -26.225 6.265 -1.253 0.0028
H -25.037 6.709 -3.505 -0.0418
H -27.286 8.023 -5.325 0.0255
H -27.614 9.039 -8.835 -0.0014
H -28.301 9.092 -11.342 0.0000
H -27.356 10.711 -12.813 0.0001
H -25.675 12.327 -11.947 0.0000
H -25.215 12.484 -9.487 0.0000
O -22.957 14.942 -5.341 0.0155
S -23.600 14.107 -4.440 -0.0123
O -24.969 14.084 -4.353 0.0118
N -23.103 12.548 -4.795 0.4120
C -21.843 12.110 -4.866 0.0675
C -20.688 12.862 -4.724 0.2312
C -19.495 12.234 -4.876 -0.0153
C -19.345 10.923 -5.253 0.2508
C -20.533 10.062 -5.455 0.0124
C -20.495 8.770 -6.069 0.0473
C -21.680 8.234 -6.617 -0.0369
C -22.907 9.022 -6.436 0.0199
N -22.937 10.102 -5.737 0.1119
C -21.804 10.660 -5.372 0.0277
C -22.910 14.578 -2.802 0.0310
C -22.044 15.682 -2.648 -0.0056
C -21.475 15.894 -1.360 -0.0002
C -21.767 15.059 -0.299 0.0007
C -22.615 13.973 -0.527 -0.0020
C -23.140 13.664 -1.784 -0.0098
H -20.861 13.961 -4.636 0.0042
H -18.652 12.814 -4.712 0.0071
H -18.310 10.468 -5.391 -0.0108
H -19.501 8.377 -6.214 -0.0015
H -21.765 7.309 -7.220 -0.0004
H -23.860 8.680 -6.849 0.0051
H -21.811 16.367 -3.499 0.0008
H -20.789 16.759 -1.283 0.0000
H -21.351 15.294 0.654 0.0002
H -22.793 13.339 0.345 0.0001
H -23.706 12.768 -1.900 0.0007
C -16.934 3.494 0.336 0.0003
C -17.575 4.705 -0.270 -0.0005
C -17.123 5.966 0.093 -0.0004
C -17.780 7.126 -0.382 -0.0010
C -17.351 8.414 0.214 0.0005
C -18.894 6.981 -1.229 0.0029
Te -20.153 8.616 -1.834 0.0071
N -25.056 9.854 -3.219 0.1468
C -27.302 8.940 -2.570 0.3987
O -27.400 7.910 -1.619 0.0903
C -28.328 9.915 -2.558 -0.0648
C -28.408 10.942 -3.507 0.1231
C -29.472 11.763 -3.552 -0.1039
C -30.542 11.736 -2.596 0.2144
C -30.409 10.715 -1.621 -0.1091
C -29.330 9.837 -1.646 0.1952
C -20.293 9.767 0.000 -0.0028
C -20.477 9.240 1.270 -0.0035
C -20.648 7.764 1.441 0.0019
C -20.352 10.085 2.393 -0.0003
C -20.084 11.441 2.241 0.0000
C -19.759 12.338 3.454 0.0010
C -19.984 11.958 0.965 0.0010
C -20.037 11.133 -0.188 0.0029
C -19.893 11.860 -1.557 -0.0056
C -19.286 5.708 -1.656 -0.0010
C -20.336 5.502 -2.744 -0.0011
C -18.646 4.598 -1.135 0.0003
H -17.513 3.111 1.220 0.0000
H -15.939 3.691 0.681 0.0000
H -16.862 2.745 -0.393 0.0001
H -16.274 6.077 0.761 0.0000
H -16.311 8.329 0.523 0.0000
H -17.934 8.703 1.081 0.0002
H -17.527 9.287 -0.418 0.0001
H -27.606 11.140 -4.227 0.0238
H -29.391 12.600 -4.212 -0.0041
H -31.319 12.511 -2.536 0.0123
H -31.109 10.628 -0.800 -0.0050
H -29.368 9.024 -0.933 0.0199
H -21.157 7.460 0.526 0.0003
H -21.225 7.451 2.286 0.0000
H -19.700 7.243 1.423 0.0000
H -20.363 9.696 3.415 0.0000
H -18.695 12.531 3.529 -0.0002
H -20.093 11.895 4.358 0.0002
H -20.212 13.303 3.380 0.0000
H -19.760 13.058 0.801 0.0002
H -19.897 12.950 -1.382 -0.0095
H -20.775 11.478 -2.118 0.0172
H -19.046 11.463 -2.041 0.0031
H -21.373 5.815 -2.409 0.0013
H -20.396 4.432 -2.980 0.0002
H -20.030 6.015 -3.661 0.0001
H -18.940 3.644 -1.508 0.0001